41
Properties=species:S:1:pos:R:3 method="wB97M-V/def2-TZVPD" total_energy_ha=-954.66603 lumo_ev=0.1 homo_ev=-9.30 charge=0 spin_multiplicity=1 orbital_gap_ev=9.35 smiles="CN(C)C(=O)CN.O.O.O.O.O.O.O.O"
C 0.32 0.85 -3.31
N -0.53 0.04 -2.47
C -1.98 0.25 -2.67
C -0.03 -0.90 -1.64
O 1.18 -1.17 -1.68
C -0.84 -1.51 -0.55
N -1.12 -0.60 0.55
H 0.18 0.62 -4.36
H 1.36 0.73 -3.04
H 0.09 1.91 -3.12
H -2.17 0.35 -3.73
H -2.52 -0.64 -2.36
H -2.25 1.03 -1.95
H -0.50 -2.51 -0.30
H -1.85 -1.78 -0.93
H -0.97 0.38 0.33
H -0.51 -0.76 1.35
O 1.40 2.53 1.38
H 1.97 2.25 2.11
H 0.75 1.81 1.42
O 2.17 -0.52 1.77
H 3.13 -0.56 1.92
H 2.17 -0.90 0.87
O 0.58 -1.41 3.96
H 0.71 -2.36 4.02
H 1.15 -1.03 3.26
O -0.92 2.42 0.14
H -1.17 3.09 0.79
H 0.00 2.74 0.06
O -3.61 -2.00 2.05
H -3.68 -2.95 2.18
H -2.74 -1.89 1.62
O 2.69 3.67 -1.09
H 2.54 3.24 -0.24
H 1.93 3.46 -1.64
O 1.73 -3.76 -1.53
H 1.66 -2.77 -1.50
H 1.26 -4.07 -2.31
O -0.66 0.90 3.16
H -0.14 1.57 3.61
H -0.77 0.24 3.87


45
Properties=species:S:1:pos:R:3 method="wB97M-V/def2-TZVPD" total_energy_ha=-1201.49694 lumo_ev=0.1 homo_ev=-9.17 charge=0 spin_multiplicity=1 orbital_gap_ev=9.26 smiles="N[C@H](C=O)CC(=O)O.O.O.O.O.O.O.O.O.O.O"
N 2.91 -0.22 -1.66
C 2.08 0.40 -0.62
C 2.24 -0.63 0.47
O 1.28 -1.19 0.96
C 0.67 0.75 -1.15
C -0.20 1.11 0.02
O 0.05 1.95 0.87
O -1.29 0.35 0.09
H 2.56 -1.11 -1.98
H 3.34 0.39 -2.33
H 2.48 1.39 -0.43
H 3.28 -0.87 0.70
H 0.32 0.00 -1.84
H 0.70 1.69 -1.69
H -1.77 0.47 0.94
O -0.22 -3.82 1.45
H -1.12 -3.48 1.45
H 0.19 -3.01 1.09
O -1.43 2.03 3.43
H -1.59 2.90 3.05
H -0.78 1.70 2.78
O -1.47 -0.05 -3.50
H -1.26 -0.94 -3.23
H -1.82 0.07 -4.39
O -1.68 -2.59 -1.41
H -1.71 -2.59 -0.45
H -1.83 -3.47 -1.75
O -2.27 2.37 -2.42
H -1.82 1.55 -2.66
H -3.05 2.10 -1.94
O -3.06 0.28 2.21
H -2.68 1.03 2.73
H -3.55 -0.12 2.94
O 1.51 -2.98 -1.94
H 0.86 -2.64 -1.32
H 1.56 -3.94 -1.85
O -2.90 -2.38 1.42
H -3.69 -2.10 1.89
H -2.32 -1.63 1.60
O 2.90 1.93 2.01
H 1.94 1.87 2.11
H 3.24 1.54 2.83
O 2.89 3.33 -0.56
H 3.41 4.12 -0.36
H 2.70 2.97 0.32


41
Properties=species:S:1:pos:R:3 method="wB97M-V/def2-TZVPD" total_energy_ha=-900.56506 lumo_ev=0.5 homo_ev=-9.30 charge=0 spin_multiplicity=1 orbital_gap_ev=9.79 smiles=CC(C)NCO.O.O.O.O.O.O.O.O
C 2.12 1.24 -0.93
C 1.06 0.49 -0.12
C 1.74 -0.51 0.79
N 0.16 -0.16 -1.10
C -0.88 -1.04 -0.59
O -1.71 -0.45 0.39
H 2.72 0.53 -1.50
H 1.67 1.93 -1.64
H 2.79 1.78 -0.26
H 0.50 1.21 0.49
H 1.05 -0.94 1.51
H 2.21 -1.32 0.23
H 2.54 -0.03 1.35
H -0.25 0.57 -1.68
H -1.54 -1.31 -1.41
H -0.41 -1.94 -0.16
H -1.54 -0.84 1.28
O 0.72 4.30 -0.50
H 0.28 4.10 0.36
H 1.63 4.01 -0.41
O 0.50 -3.73 2.04
H 0.17 -4.56 2.42
H 0.60 -3.92 1.07
O 0.35 -2.73 -2.72
H -0.33 -3.03 -3.33
H -0.04 -1.91 -2.32
O -2.16 2.26 0.32
H -2.01 1.29 0.39
H -1.81 2.48 -0.57
O 0.79 -4.47 -0.61
H 1.67 -4.80 -0.79
H 0.59 -3.84 -1.35
O -1.10 -1.64 2.72
H -0.53 -2.40 2.48
H -0.64 -1.13 3.40
O -0.77 2.84 -1.96
H -0.15 3.43 -1.47
H -1.17 3.36 -2.65
O -0.40 3.52 1.83
H -0.93 4.16 2.32
H -1.08 2.98 1.32


41
Properties=species:S:1:pos:R:3 method="wB97M-V/def2-TZVPD" total_energy_ha=-900.39248 lumo_ev=-0.4 homo_ev=-8.01 charge=0 spin_multiplicity=1 orbital_gap_ev=7.61 smiles=COC[C@H](C)N.O.O.O.O.O.O.O.O
C -2.52 2.88 0.53
O -1.20 2.37 0.34
C -0.29 3.12 -0.44
C 1.00 2.26 -0.51
C 2.08 3.12 -1.18
N 0.69 1.15 -1.32
H -3.09 2.24 1.21
H -3.08 2.83 -0.40
H -2.59 3.86 1.00
H -0.69 3.36 -1.43
H -0.12 4.05 0.10
H 1.51 1.99 0.41
H 2.21 4.05 -0.64
H 1.78 3.46 -2.18
H 3.03 2.59 -1.25
H 0.68 1.42 -2.29
H 1.52 0.58 -1.26
O 2.69 -0.75 -1.03
H 3.51 -1.07 -1.42
H 2.86 -0.75 -0.09
O -1.35 -0.79 -1.77
H -0.92 0.06 -1.70
H -0.80 -1.29 -2.37
O 0.48 -4.01 1.98
H 1.38 -4.26 1.79
H 0.08 -4.80 2.35
O -1.65 -3.50 -1.12
H -1.87 -4.19 -1.75
H -0.70 -3.47 -1.13
O 0.49 -2.18 -0.17
H 0.73 -2.24 0.75
H 1.31 -1.96 -0.62
O -1.68 -0.13 0.78
H -0.95 -0.30 1.38
H -1.59 0.79 0.55
O -1.93 -2.74 1.38
H -1.14 -3.28 1.38
H -2.11 -2.57 2.30
O 0.49 -0.75 2.34
H 0.37 -0.67 3.29
H 1.40 -0.49 2.19


43
Properties=species:S:1:pos:R:3 method="wB97M-V/def2-TZVPD" total_energy_ha=-955.72874 lumo_ev=0.1 homo_ev=-8.67 charge=0 spin_multiplicity=1 orbital_gap_ev=8.73 smiles=CN[C@@H](CN)CO.O.O.O.O.O.O.O.O
C 1.67 1.20 2.14
N 0.34 1.13 1.41
C -0.28 -0.19 1.32
C -0.89 -0.68 2.66
N -0.79 -2.11 3.03
C -1.36 -0.05 0.28
O -0.87 0.07 -1.02
H 1.56 1.39 3.14
H 2.52 1.88 1.64
H 2.10 0.18 1.84
H -0.28 2.02 1.37
H 0.46 -0.79 0.83
H -2.06 -0.44 2.52
H -0.39 -0.16 3.49
H 0.23 -2.34 3.06
H -1.12 -2.68 2.31
H -1.88 0.92 0.59
H -2.05 -0.84 0.21
H -0.28 0.84 -0.96
O -2.02 3.95 0.24
H -2.15 4.11 -0.79
H -2.55 3.18 0.41
O 3.61 -2.28 0.99
H 3.04 -3.09 1.02
H 3.47 -1.90 0.11
O 3.41 0.39 -1.68
H 3.62 -0.36 -1.29
H 3.52 0.47 -2.67
O 0.83 2.85 -1.53
H 1.22 2.15 -0.91
H 0.29 3.25 -0.80
O -3.40 1.51 -1.78
H -4.19 1.10 -2.24
H -2.68 0.75 -1.71
O 0.77 0.21 -3.50
H 1.26 0.80 -3.00
H -0.14 0.55 -3.43
O -1.08 -3.22 -2.25
H -1.02 -2.31 -1.95
H -0.22 -3.19 -2.83
O -0.55 -2.73 0.17
H -0.53 -2.04 -0.41
H -1.17 -3.48 -0.05


42
Properties=species:S:1:pos:R:3 method="wB97M-V/def2-TZVPD" total_energy_ha=-900.78045 lumo_ev=-3.2 homo_ev=-13.95 charge=+1 spin_multiplicity=1 orbital_gap_ev=10.72
C 0.73 1.20 4.09
C 1.15 0.85 2.59
C 0.09 -0.06 2.04
C 0.23 -2.00 0.71
N 0.48 -0.75 0.76
H -0.36 1.39 4.10
H 1.27 1.93 4.48
H 0.73 0.33 4.81
H 2.24 0.62 2.73
H 1.28 1.78 2.10
H -0.88 0.55 1.76
H -0.22 -0.86 2.80
H -0.13 -2.56 1.62
H 0.25 -2.53 -0.17
H 0.83 -0.19 0.04
H -2.86 -2.99 0.01
H -2.19 -3.98 1.01
O -2.02 -3.17 0.63
H 1.47 1.97 -1.98
H 0.40 1.72 -1.08
O 0.93 1.25 -1.67
H -0.94 3.20 -1.70
H -0.24 4.50 -1.37
O -0.01 3.56 -1.47
H 3.66 -2.47 1.86
H 2.79 -1.33 1.08
O 2.95 -1.66 2.06
H -2.06 -0.90 -2.65
H -3.43 -1.05 -3.03
O -2.60 -1.68 -2.72
H -0.88 1.16 -2.36
H -1.67 2.07 -3.38
O -1.75 1.42 -2.61
H -3.78 3.32 -0.49
H -2.82 2.28 -1.35
O -3.05 3.12 -1.00
H 4.28 -1.87 -1.54
H 2.80 -1.86 -1.88
O 3.42 -2.01 -1.16
H 0.28 -0.85 -2.92
H -0.41 -2.09 -2.61
O 0.04 -1.36 -2.17


45
Properties=species:S:1:pos:R:3 method="wB97M-V/def2-TZVPD" total_energy_ha=-1031.48008 lumo_ev="0.0 / -0.1" homo_ev="-2.56 / -9.79" charge=0 spin_multiplicity=2 orbital_gap_ev="2.58 / 9.65" s2=0.751
O -1.96 -1.24 -0.80
C -1.55 -0.22 -0.29
N -1.97 0.37 0.87
C -0.24 0.41 -1.02
N -0.51 1.90 -1.58
C -0.91 1.86 -2.94
C 0.96 0.47 -0.10
H -2.91 -0.15 1.17
H -1.93 1.32 1.22
H -0.07 -0.22 -1.88
H -1.23 2.27 -0.81
H 0.41 2.43 -1.48
H -0.51 1.17 -3.63
H -2.00 1.93 -2.97
H -0.82 2.93 -3.33
H 1.87 1.09 -0.42
H 0.69 0.96 0.95
H 1.32 -0.51 0.27
H 4.26 -1.80 -1.43
H 4.20 -2.98 -0.43
O 4.52 -2.10 -0.52
H -0.88 1.86 2.98
H 0.20 2.85 2.82
O -0.78 2.87 2.76
H -1.38 -1.97 2.47
H -1.39 -1.01 3.68
O -2.02 -1.41 3.03
H -0.50 -2.86 0.84
H 0.45 -3.09 1.69
O -0.51 -3.11 1.76
H 2.52 -2.03 2.70
H 3.64 -2.86 2.09
O 2.86 -2.43 1.85
H -1.11 -2.00 -2.28
H 0.07 -2.64 -2.42
O -0.45 -1.89 -2.99
H -1.61 3.33 1.08
H -2.78 4.20 0.46
O -1.89 3.66 0.30
H 2.15 4.10 -0.96
H 1.72 4.79 0.13
O 1.72 3.89 -0.17
H 0.10 -4.80 -1.33
H -1.09 -5.04 -0.50
O -0.65 -4.32 -0.86


44
Properties=species:S:1:pos:R:3 method="wB97M-V/def2-TZVPD" total_energy_ha=-997.48143 lumo_ev=3.0 homo_ev=-5.89 charge=-1 spin_multiplicity=1 orbital_gap_ev=8.87
C 2.23 0.32 -0.16
O 0.96 0.64 -0.67
C 2.35 -1.20 0.07
C 1.20 -1.71 0.90
C 1.02 -3.25 0.90
H 2.96 0.75 -0.87
H 2.38 0.79 0.79
H 3.30 -1.46 0.55
H 2.35 -1.66 -0.92
H 0.34 -1.25 0.41
H 1.25 -1.40 1.95
H 1.81 -3.69 1.48
H 1.30 -3.59 -0.09
H 0.00 -3.50 1.21
H 0.90 4.30 0.15
H -0.12 4.20 -0.79
O 0.53 4.87 -0.54
H 0.33 -1.71 -2.33
H 0.65 -0.08 -1.86
O 0.28 -0.79 -2.59
H -2.33 0.70 1.40
H -1.90 -0.80 1.08
O -2.33 -0.20 1.71
H -0.17 0.96 0.76
H 0.68 1.48 1.89
O -0.23 1.49 1.60
H -1.47 2.08 -1.37
H -2.03 1.44 -2.68
O -2.23 1.62 -1.75
H -1.96 -0.06 3.69
H -2.91 0.78 4.50
O -2.35 0.00 4.59
H 1.56 -1.04 -5.02
H 1.23 -0.30 -3.80
O 1.81 -0.21 -4.62
H 0.11 -2.84 3.29
H -0.70 -2.68 4.53
O 0.05 -3.18 4.19
H 0.88 1.87 -2.10
H 0.55 2.38 -3.41
O 0.11 2.30 -2.55
H -1.50 -1.17 -0.88
H -2.69 -0.47 -1.12
O -2.44 -1.30 -0.68


45
Properties=species:S:1:pos:R:3 method="wB97M-V/def2-TZVPD" total_energy_ha=-1395.57956 lumo_ev=2.6 homo_ev=-6.71 charge=-1 spin_multiplicity=1 orbital_gap_ev=9.32
C 0.64 0.09 -1.74
O -0.51 -0.77 -1.42
C 1.05 0.88 -0.44
C 1.55 2.23 -0.79
C 2.52 2.89 0.19
S 4.11 1.90 0.53
H 0.11 0.56 -2.55
H 1.53 -0.55 -2.01
H 0.07 1.15 0.18
H 1.74 0.39 0.20
H 1.75 2.34 -1.93
H 0.64 2.99 -0.87
H 2.15 3.09 1.12
H 2.83 3.84 -0.37
H 3.53 0.74 0.71
H -3.29 1.76 -2.27
H -2.54 1.51 -0.81
O -3.27 2.04 -1.34
H 0.52 0.82 2.25
H 1.39 1.77 3.08
O 1.49 1.04 2.48
H -3.53 -0.22 -2.62
H -2.17 -0.54 -2.45
O -2.74 -0.04 -2.98
H -0.64 -2.76 -0.72
H -1.68 -2.81 -1.84
O -1.11 -3.34 -1.34
H -2.95 -0.55 0.52
H -1.09 -0.34 -0.65
O -2.37 0.07 0.15
H -0.14 -3.33 -3.03
H 0.73 -2.19 -2.69
O 0.62 -2.87 -3.49
H 0.08 -2.04 1.99
H 1.51 -2.52 1.94
O 0.56 -2.82 2.13
H 2.17 -1.41 3.21
H 2.43 -0.51 2.23
O 2.70 -1.37 2.50
H -2.00 -1.27 3.34
H -2.15 -1.13 1.74
O -2.07 -1.72 2.50
H -1.51 0.74 0.91
H -1.65 1.32 2.50
O -1.03 0.96 1.94


9
Properties=species:S:1:pos:R:3 method="wB97M-V/def2-TZVPD" total_energy_ha=-437.93688 lumo_ev="-17.7 / -20.9" homo_ev="-26.68 / -26.67" charge=+3 spin_multiplicity=3 orbital_gap_ev="8.95 / 5.76" s2=2.025
O -0.28 -1.37 0.80
C -0.10 -0.39 1.52
H -0.75 -0.22 2.39
C 0.60 0.78 1.02
C 1.31 1.20 0.11
H 1.19 2.36 0.37
C -1.40 0.02 -2.94
O -0.82 -0.64 -2.21
Au 0.24 -1.75 -1.06


8
Properties=species:S:1:pos:R:3 method="wB97M-V/def2-TZVPD" total_energy_ha=-5301.44973 lumo_ev=0.4 homo_ev=-9.43 charge=0 spin_multiplicity=1 orbital_gap_ev=9.78 smiles=C#CBr.C#CBr
C -0.28 0.43 -1.56
C -0.88 1.18 -0.81
Br -1.76 2.20 0.56
H 0.18 -0.46 -1.96
C 0.16 -1.39 0.66
C 0.90 -0.48 0.93
Br 2.07 0.79 1.45
H -0.39 -2.26 0.72


15
Properties=species:S:1:pos:R:3 method="wB97M-V/def2-TZVPD" total_energy_ha=-6110.00242 lumo_ev="-0.9 / -0.9" homo_ev="-9.06 / -9.06" charge=0 spin_multiplicity=1 orbital_gap_ev="8.16 / 8.16"
C 0.18 -0.34 -0.94
C 0.67 -1.16 -0.02
C 0.12 0.38 2.45
C -0.91 0.62 -0.86
N 0.67 -0.40 -2.34
N -1.07 1.11 0.35
O 0.67 0.63 -2.99
O 1.07 -1.48 -2.72
O -2.06 1.56 0.85
O 0.08 1.16 1.22
S 0.48 -1.33 1.75
Br 1.91 -2.51 -0.46
Br -2.14 0.91 -2.22
H -0.81 0.22 2.94
H 1.15 0.62 3.00